Record 1
This record from OMol25 describes an isolated molecule of C5H8O2 in a non-equilibrium geometry. The level of theory is ωB97M-V with the def2-TZVPD basis set.

CARTESIAN COORDINATES (ANGSTROEM)
1 C -1.94187 -0.93295 -0.07329
2 C -1.01111 0.09337 0.43551
3 C -0.57867 1.29821 -0.43730
4 C 0.37835 0.10428 -0.13117
5 O 1.54693 0.39286 0.66618
6 C 2.73852 -0.09721 0.37563
7 O 2.95269 -0.72872 -0.63938
8 H -1.57814 -1.79745 0.53087
9 H -1.79714 -1.24152 -1.09221
10 H -2.99916 -0.60024 0.03250
11 H -1.06354 0.35052 1.54718
12 H -0.79626 1.39543 -1.46001
13 H -0.17484 2.18905 0.23634
14 H 0.75900 -0.53631 -1.02724
15 H 3.56525 0.11068 1.03637

Computed properties:
Relative energy (zero: lowest compared OMol25 entry of this formula, charge and spin) ... 48.3 kcal/mol
LUMO energy ... 1.021 eV
SMILES ... C[C@@H]1C[C@H]1OC=O
2S+1 ... 1
E_HOMO ... -9.8 eV
Gap between HOMO and LUMO ... 10.8 eV

---

Record 2
This record from OMol25 describes a structure of composition C5H8O2 in a non-equilibrium geometry. The level of theory is ωB97M-V with the def2-TZVPD basis set.

CARTESIAN COORDINATES (ANGSTROEM)
1 C -1.34841 0.97312 -0.32120
2 C -0.12218 0.33218 0.20373
3 C 0.12388 -0.38358 1.50398
4 O 1.54623 -0.28789 1.31944
5 C 1.30349 0.30385 0.02906
6 C 1.10763 -0.64694 -1.11758
7 O -0.19224 -1.32463 -1.14156
8 H -1.72631 1.76074 0.35702
9 H -1.18013 1.41674 -1.30465
10 H -2.14145 0.22362 -0.42422
11 H -0.24846 -1.40299 1.66074
12 H -0.18812 0.23979 2.35690
13 H 1.94850 1.14227 -0.23332
14 H 1.21631 -0.18388 -2.09898
15 H -0.08535 -2.23856 -0.87768

Computed properties:
Relative energy (zero: lowest compared OMol25 entry of this formula, charge and spin) ... 141.8 kcal/mol
LUMO energy (alpha / beta) ... 0.177 / 0.725 eV
2S+1 ... 1
E_HOMO (alpha / beta) ... -6.9 / -7.8 eV
Gap between HOMO and LUMO (alpha / beta) ... 7.1 / 8.5 eV

---

Record 3
This record from OMol25 describes an isolated molecule of C5H8O2 in a non-equilibrium geometry. The level of theory is ωB97M-V with the def2-TZVPD basis set.

CARTESIAN COORDINATES (ANGSTROEM)
1 C -2.40179 1.29435 -0.02935
2 C -1.36336 1.22128 0.78800
3 C -0.03469 0.82248 0.32565
4 O 1.15706 1.43485 1.30721
5 O 0.34857 0.79280 -0.98065
6 C 0.36053 -0.45044 -0.29731
7 C 1.68426 -1.09995 -0.00588
8 H -3.38190 1.56008 0.32413
9 H -2.29417 1.09531 -1.08414
10 H -1.42774 1.42224 1.84734
11 H 1.65642 2.00225 0.70865
12 H -0.44477 -1.11334 -0.60549
13 H 2.29894 -0.43266 0.59133
14 H 2.20395 -1.33592 -0.93261
15 H 1.51806 -2.01839 0.55086

Computed properties:
Relative energy (zero: lowest compared OMol25 entry of this formula, charge and spin) ... 58.9 kcal/mol
LUMO energy ... 1.012 eV
SMILES ... C=C[C@]1(O)O[C@H]1C
2S+1 ... 1
E_HOMO ... -9.9 eV
Gap between HOMO and LUMO ... 11.0 eV

---

Record 4
This record from OMol25 describes an isolated molecule of C5H8O2. The level of theory is ωB97M-V with the def2-TZVPD basis set.

CARTESIAN COORDINATES (ANGSTROEM)
1 C 1.28921 -2.19388 0.53024
2 C 0.48398 -1.15560 0.74315
3 C -0.56813 -0.79857 -0.25520
4 O -0.82065 -1.51215 -1.20825
5 C -1.27736 0.53234 -0.07168
6 C -0.38916 1.68043 -0.54408
7 O 0.74713 1.73998 0.30012
8 H 2.08000 -2.45886 1.22611
9 H 1.17296 -2.79593 -0.36733
10 H 0.59150 -0.51346 1.61238
11 H -2.19577 0.51511 -0.66569
12 H -1.53231 0.69600 0.98233
13 H -0.95420 2.62335 -0.50408
14 H -0.10315 1.50368 -1.59088
15 H 1.47596 2.13757 -0.18713

Computed properties:
Relative energy (zero: lowest compared OMol25 entry of this formula, charge and spin) ... 27.6 kcal/mol
LUMO energy ... 0.451 eV
SMILES ... C=CC(=O)CCO
2S+1 ... 1
E_HOMO ... -9.6 eV
Gap between HOMO and LUMO ... 10.1 eV